1.
{"formula": "C18H12F9N5OS2TcTe", "method": "ωB97M-V/def2-TZVPD", "species": ["Tc", "N", "C", "S", "N", "N", "C", "C", "C", "C", "C", "C", "N", "H", "H", "H", "H", "H", "H", "H", "S", "C", "N", "F", "C", "F", "F", "C", "O", "C", "F", "F", "F", "C", "F", "F", "F", "Te", "C", "C", "C", "C", "C", "C", "H", "H", "H", "H", "H"], "positions_angstrom": [[-0.963678, -0.733109, -0.044143], [1.626894, 0.242930, 3.332124], [1.032575, -0.040537, 2.166407], [-0.658278, -0.500740, 2.255443], [1.769720, 0.042247, 1.081341], [1.074393, -0.245301, -0.035602], [1.675862, -0.300201, -1.166328], [0.882212, -0.611087, -2.344520], [1.462340, -0.767558, -3.594170], [0.650375, -1.056551, -4.678470], [-0.716707, -1.169320, -4.488955], [-1.228183, -1.004110, -3.212849], [-0.452046, -0.741240, -2.165010], [1.124151, 0.148105, 4.194562], [2.611150, 0.447911, 3.342802], [2.745299, -0.136594, -1.234525], [2.533119, -0.668239, -3.703092], [1.081662, -1.190210, -5.661365], [-1.385433, -1.387594, -5.308611], [-2.285863, -1.092189, -3.004578], [-1.646872, 1.493645, -0.460260], [-1.925535, 2.245257, 1.022917], [-2.139040, 2.811415, 2.005983], [2.023153, -4.959726, 0.941306], [1.407101, -3.780603, 0.818112], [2.195304, -2.990001, 0.079867], [1.324973, -3.226860, 2.035255], [-0.012458, -3.893454, 0.176569], [-0.450195, -2.693525, -0.239801], [-0.984863, -4.537942, 1.218095], [-2.106557, -4.956662, 0.613730], [-0.443730, -5.589415, 1.845956], [-1.341534, -3.645893, 2.143046], [0.060603, -4.815109, -1.087120], [-1.050609, -4.691133, -1.817155], [1.088440, -4.448597, -1.870987], [0.216124, -6.108944, -0.792033], [-3.388149, -1.784140, -0.050290], [-4.788580, -0.212168, 0.015696], [-4.792595, 0.685345, 1.076193], [-5.727837, 1.709084, 1.114349], [-6.668056, 1.833073, 0.102399], [-6.671962, 0.931305, -0.952064], [-5.737562, -0.092843, -0.994929], [-4.055217, 0.607892, 1.863856], [-5.707549, 2.416283, 1.933186], [-7.396579, 2.632851, 0.134252], [-7.403292, 1.024701, -1.744917], [-5.748158, -0.793522, -1.821723]], "forces_ev_per_a": [[-0.3028, -0.8496, 0.1572], [0.0684, -0.0391, -0.0377], [-0.0790, 0.0227, 0.0664], [-0.0378, -0.0009, -0.0922], [0.1421, 0.0257, 0.0595], [0.0424, 0.0962, -0.0818], [0.0987, 0.0106, 0.1466], [-0.0703, 0.0042, -0.1456], [-0.0548, 0.0058, 0.0062], [-0.0070, 0.0045, 0.0194], [-0.0075, 0.0114, 0.0046], [-0.0302, -0.0455, -0.0395], [0.0770, 0.0748, -0.0202], [-0.0205, 0.0172, 0.0073], [-0.0134, 0.0168, 0.0028], [0.0013, 0.0186, 0.0179], [0.0021, 0.0028, 0.0058], [-0.0013, 0.0006, -0.0019], [0.0015, -0.0004, 0.0020], [0.0058, -0.0114, -0.0110], [-0.0279, 0.1392, -0.1396], [0.0564, 0.0330, 0.0563], [-0.0120, -0.0025, -0.0006], [-0.0037, -0.0289, -0.0158], [0.0307, 0.0691, 0.0243], [-0.0289, -0.0155, -0.0221], [0.0088, -0.0447, -0.0140], [0.0566, -0.0450, 0.0565], [-0.0813, 0.2746, -0.0355], [-0.0623, -0.0130, 0.0385], [0.0582, 0.0087, 0.0119], [-0.0063, 0.0469, -0.0299], [0.0303, -0.0500, -0.0458], [0.0056, 0.0398, -0.0505], [0.0371, 0.0044, 0.0207], [-0.0152, 0.0093, 0.0421], [-0.0065, 0.0152, 0.0485], [0.0739, 0.1758, -0.0348], [-0.0059, -0.0057, 0.0016], [0.0540, 0.0467, -0.0020], [0.0026, 0.0087, 0.0176], [-0.0124, 0.0162, -0.0050], [-0.0198, 0.0165, -0.0003], [0.0376, -0.0483, -0.0354], [0.0152, -0.0002, 0.0284], [-0.0018, -0.0057, 0.0054], [0.0052, 0.0017, -0.0041], [0.0014, -0.0071, 0.0033], [-0.0042, -0.0042, 0.0146]], "s_squared": 3.785, "homo_ev": [-8.3, -8.3], "spin_multiplicity": 4}

2.
{"formula": "C18H12N5OsS", "method": "ωB97M-V/def2-TZVPD", "species": ["Os", "C", "C", "C", "C", "N", "C", "N", "C", "N", "C", "N", "C", "C", "C", "C", "C", "N", "C", "C", "C", "C", "C", "C", "H", "H", "H", "H", "H", "H", "H", "H", "H", "H", "H", "H", "S"], "positions_angstrom": [[1.657848, -0.198899, -0.012208], [2.373905, -3.751293, -2.224823], [1.191379, -4.496106, -2.153948], [0.110124, -3.964836, -1.505844], [0.179326, -2.692351, -0.923833], [1.344689, -1.995835, -0.953549], [2.411840, -2.535836, -1.613811], [-0.982405, -2.243474, -0.346431], [-1.177174, -1.064606, 0.094493], [-0.280472, 0.006385, 0.104615], [-0.911052, 1.121678, 0.665988], [-0.431005, 2.289183, 0.834784], [0.834219, 2.686339, 0.477268], [1.087310, 4.058501, 0.583092], [2.298314, 4.576933, 0.208317], [3.286695, 3.714635, -0.277459], [3.015633, 2.381399, -0.324864], [1.815325, 1.847668, 0.052177], [-2.283949, 0.733150, 1.021764], [-3.296313, 1.454625, 1.619530], [-4.488790, 0.785578, 1.872991], [-4.652265, -0.553837, 1.523001], [-3.628647, -1.267220, 0.908223], [-2.446431, -0.597000, 0.673893], [3.252524, -4.123275, -2.730386], [1.133757, -5.480808, -2.598151], [-0.826998, -4.493786, -1.416670], [3.314027, -1.944061, -1.607369], [0.289481, 4.675368, 0.968944], [2.489517, 5.638134, 0.296129], [4.255285, 4.075351, -0.589787], [3.762383, 1.673001, -0.648300], [-3.160166, 2.495136, 1.881883], [-5.301617, 1.311879, 2.354885], [-5.589842, -1.048395, 1.738191], [-3.746615, -2.305160, 0.627590], [3.100163, -0.768166, 1.419675]], "forces_ev_per_a": [[2.0473, -0.7465, 1.7172], [-0.0391, -0.1243, 0.0273], [0.0478, -0.0313, -0.0189], [-0.0717, -0.0899, -0.0280], [0.0385, 0.1588, 0.0909], [-0.2508, 0.0618, -0.3953], [0.0019, 0.1469, 0.0818], [0.0779, -0.3111, -0.0142], [-0.0079, 0.3902, -0.0019], [-0.2106, 0.0364, 0.1629], [-0.0655, -0.3294, -0.2224], [0.1690, 0.2367, 0.1226], [0.0208, -0.2395, 0.0046], [0.0040, 0.1679, 0.0026], [0.0048, 0.0261, 0.0140], [-0.0182, 0.0816, 0.0989], [-0.0744, -0.1590, 0.0161], [-0.2198, 0.1798, -0.3458], [0.1011, 0.0628, 0.0680], [-0.0588, 0.0884, 0.0097], [0.0245, 0.0088, -0.0103], [0.0230, -0.0162, -0.0172], [-0.0945, -0.0679, -0.0272], [0.0948, -0.1145, 0.0154], [-0.0001, -0.0008, 0.0121], [-0.0093, 0.0208, -0.0261], [-0.0035, 0.0244, -0.0191], [-0.0195, 0.0809, -0.0083], [-0.0044, -0.0056, -0.0296], [-0.0164, -0.0037, -0.0339], [0.0000, -0.0043, 0.0103], [-0.0410, -0.0675, -0.0532], [0.0014, -0.0202, 0.0150], [-0.0099, -0.0103, -0.0137], [-0.0058, 0.0169, -0.0066], [0.0030, 0.0089, 0.0230], [-1.4386, 0.5438, -1.2208]], "homo_ev": -11.6, "total_charge": 1, "spin_multiplicity": 1}

3.
{"formula": "C18H12N8PmS2Se", "method": "ωB97M-V/def2-TZVPD", "species": ["Pm", "N", "C", "N", "C", "C", "S", "C", "C", "S", "C", "N", "N", "H", "H", "H", "H", "H", "H", "Se", "N", "C", "C", "C", "C", "C", "N", "C", "C", "N", "C", "C", "C", "C", "C", "N", "H", "H", "H", "H", "H", "H"], "positions_angstrom": [[0.153869, -0.369036, -1.504245], [3.020311, -1.084963, -2.766275], [2.587998, -2.352099, -2.350992], [1.390863, -2.386470, -1.809189], [0.964699, -3.702540, -1.537004], [1.948021, -4.616390, -1.911765], [3.364300, -3.835711, -2.456487], [-0.442620, -3.718315, -1.031660], [-1.298747, -4.671253, -0.582605], [-2.888429, -3.939274, -0.291618], [-2.221297, -2.404217, -0.758234], [-0.975741, -2.492395, -1.061091], [-2.832288, -1.127617, -0.940179], [3.898500, -0.767358, -2.245424], [3.185849, -1.092157, -3.781474], [1.827171, -5.707217, -1.780837], [-1.120306, -5.716442, -0.277024], [-3.167450, -0.663354, -0.118905], [-3.657842, -1.203144, -1.632744], [-1.002446, 5.079623, 4.223408], [-0.772232, 3.314619, 4.224032], [-0.615773, 2.913751, 2.998772], [-0.277995, 1.556866, 2.583743], [-0.275612, 0.432384, 3.488866], [0.041898, -0.837325, 3.046998], [0.319079, -1.035579, 1.680630], [0.288884, 0.014260, 0.825710], [-0.009575, 1.278954, 1.275136], [-0.096022, 2.332164, 0.232240], [0.064910, 1.989645, -1.054240], [0.120536, 2.926574, -2.011591], [0.066484, 4.291634, -1.671893], [-0.202557, 4.627637, -0.366207], [-0.293386, 3.669938, 0.607589], [-0.571209, 3.980733, 2.037685], [-0.797678, 5.173872, 2.483223], [-0.560845, 0.617727, 4.530930], [0.158117, -1.632877, 3.828739], [0.553363, -2.019361, 1.236953], [0.251166, 2.544334, -2.976031], [0.242218, 5.037851, -2.396997], [-0.368187, 5.592521, 0.010072]], "forces_ev_per_a": [[-0.0802, -0.5563, -0.5128], [1.5165, 1.0037, 0.5110], [-0.5683, 0.3554, 0.6549], [-0.0928, -1.2626, -0.0516], [1.2963, 0.2017, -0.6004], [-2.0296, -0.2746, 1.4334], [-0.0257, -0.6222, -0.4445], [1.4248, -1.6559, 0.0523], [-0.9057, -0.2856, 0.6816], [1.3090, 0.2025, -0.2990], [-1.4981, -0.5667, 0.5684], [0.1876, 2.0851, -0.7891], [-0.9748, -0.5265, -2.0842], [-1.4129, -0.5083, -1.2224], [0.2627, 0.2858, 0.5222], [0.4975, 0.7699, -0.2781], [-0.1633, 0.6742, -0.5691], [-0.3406, -0.0558, 0.6980], [1.6626, 0.2873, 1.4162], [-0.0066, -0.5224, 0.2395], [-0.4331, -0.2682, 0.8620], [0.9161, 0.6307, -0.4563], [-0.5431, -1.3683, 1.8506], [-0.1478, 1.1606, -0.4403], [0.5512, -0.6301, 0.5854], [-0.0595, 0.7442, 0.2473], [-0.3289, -0.4567, 0.4036], [0.0025, -0.2013, -1.7541], [0.1599, 0.4747, 1.1501], [-0.0198, -0.3207, -0.1036], [0.0271, 1.2509, 2.2427], [-0.0736, -1.3284, -0.1497], [-0.0071, -0.3395, -0.2318], [-0.2781, -1.3954, 1.2819], [-0.0280, -0.9106, -1.3282], [0.1570, 0.6816, -0.4341], [0.2842, -0.0914, -0.3663], [-0.3293, 0.5750, -1.1963], [-0.0754, 0.5603, 0.4679], [0.2009, -0.0515, -1.5870], [-0.0710, 0.6391, -0.8015], [0.0377, 1.6164, -0.1683]], "s_squared": 6.005, "homo_ev": [-16.7, -16.7], "total_charge": 3, "spin_multiplicity": 5}

4.
{"formula": "C18H13AgN5OS", "method": "ωB97M-V/def2-TZVPD", "species": ["Ag", "O", "C", "C", "C", "C", "C", "C", "N", "H", "H", "H", "H", "H", "H", "H", "S", "N", "C", "C", "C", "C", "C", "N", "C", "C", "N", "C", "C", "C", "C", "C", "N", "H", "H", "H", "H", "H", "H"], "positions_angstrom": [[-0.289498, 0.665369, -0.764657], [-0.478371, 2.826021, -2.003055], [-1.206449, 2.842606, -3.216539], [-1.757747, 1.478078, -3.545558], [-2.498452, 1.345001, -4.715856], [-3.018993, 0.111415, -5.049993], [-2.783046, -0.960355, -4.199984], [-2.039059, -0.742105, -3.060735], [-1.530005, 0.452062, -2.728744], [-0.148350, 3.713941, -1.836541], [-0.565317, 3.161451, -4.044232], [-2.044278, 3.543761, -3.151645], [-2.653513, 2.212732, -5.344448], [-3.597419, -0.011718, -5.955662], [-3.168067, -1.946750, -4.415450], [-1.836809, -1.555047, -2.377425], [2.938260, -2.155189, 5.791612], [2.066391, -2.910443, 4.670487], [1.748882, -2.010760, 3.759042], [0.969657, -2.245284, 2.568375], [0.449599, -3.500118, 2.244148], [-0.282923, -3.638655, 1.089755], [-0.473633, -2.513754, 0.291950], [0.011012, -1.317676, 0.582659], [0.728789, -1.163437, 1.705897], [1.257464, 0.176043, 2.008121], [0.996305, 1.174287, 1.147822], [1.466222, 2.383658, 1.408426], [2.224843, 2.689983, 2.534192], [2.503688, 1.683230, 3.427444], [2.015608, 0.400089, 3.168342], [2.260515, -0.713574, 4.051148], [2.950319, -0.669900, 5.175400], [0.638219, -4.330234, 2.912234], [-0.706720, -4.587513, 0.793978], [-1.045916, -2.590363, -0.623468], [1.230724, 3.156725, 0.687096], [2.580923, 3.697794, 2.692511], [3.087151, 1.848627, 4.323354]], "forces_ev_per_a": [[-0.0675, -0.2393, -0.0093], [0.0150, 0.1195, -0.0262], [-0.0081, 0.0517, -0.0355], [-0.0072, -0.0336, 0.0021], [0.0219, -0.0183, 0.0441], [0.0248, 0.0938, 0.0012], [-0.0067, -0.0468, 0.0093], [-0.0353, -0.0509, -0.0370], [0.1141, 0.1855, 0.1095], [0.0079, -0.0030, 0.0144], [-0.0029, -0.0057, 0.0046], [0.0030, -0.0073, 0.0010], [-0.0212, -0.0278, -0.0232], [-0.0003, -0.0223, 0.0090], [0.0069, 0.0053, 0.0092], [0.0063, 0.0045, 0.0087], [0.0489, -0.0520, 0.1033], [-0.0281, -0.1704, 0.0260], [0.1991, 0.4542, 0.1389], [-0.1489, 0.0810, -0.2819], [0.0448, 0.0502, 0.0520], [0.0025, 0.0102, -0.0002], [-0.0020, -0.0138, 0.0026], [0.0170, 0.0173, 0.0207], [-0.0916, -0.3415, -0.0068], [0.1777, 0.2582, 0.1831], [-0.0593, -0.0576, -0.0735], [0.0046, 0.0937, -0.0325], [0.0343, -0.0104, 0.0608], [-0.0552, -0.1140, -0.0405], [-0.1104, 0.1704, -0.2568], [-0.1377, -0.4757, -0.0258], [0.0844, 0.1182, 0.0895], [-0.0228, -0.0223, -0.0282], [0.0094, -0.0061, 0.0182], [-0.0038, -0.0187, 0.0017], [-0.0060, -0.0178, -0.0023], [-0.0121, 0.0009, -0.0205], [0.0048, 0.0410, -0.0098]], "homo_ev": -11.8, "total_charge": 1, "spin_multiplicity": 1}

Question: Which formula does entry 1 have?
Answer: C18H12F9N5OS2TcTe